7
Properties=species:S:1:pos:R:3:forces:R:3 method="wB97M-V/def2-TZVPD" e_above_lowest_kcal_mol=62.6 max_force_ev_per_a=4.97 orbital_gap_ha="0.2330 / 0.2330" homo_ev="-7.6085 / -7.6084" multiplicity=1 total_charge=0
S 2.338830 -0.475056 -0.891674 -0.20 0.08 0.20
H -0.350584 -1.381693 -0.408650 0.75 -0.52 -0.70
O -0.455904 -1.340245 0.547848 -1.34 1.18 0.27
H -1.368061 1.582713 -0.617587 -1.03 4.85 -0.37
O -1.186782 0.710380 -0.588354 1.00 -4.81 0.13
I 1.962048 0.752388 1.075629 -0.81 -0.02 -0.25
P -0.939548 0.151514 0.882787 1.64 -0.74 0.71